(1)
75
Properties=species:S:1:pos:R:3:forces:R:3 method="wB97M-V/def2-TZVPD" e_homo_ev=-7.32 total_energy_ev=-75093.3356 total_charge=0 homo_lumo_gap_ev=5.4 fmax_ev_per_a=0.33
Ir 1.384984 1.621399 -1.887503 -0.3 0.1 0.0
O 0.807634 2.547969 3.753842 -0.2 0.0 -0.1
C 2.060040 2.769902 3.377796 0.1 0.1 -0.1
O 2.943575 2.972584 4.173641 0.0 0.0 0.0
C 2.334295 2.746836 1.915094 -0.1 -0.1 0.0
C 3.573600 2.966903 1.342766 0.1 0.0 0.0
N 3.446900 2.794252 0.015647 -0.1 0.0 0.0
N 2.192800 2.480046 -0.290860 0.1 -0.1 0.1
C 1.490850 2.435549 0.827070 0.0 0.1 -0.1
C 0.071887 1.956914 0.655291 0.1 -0.1 0.1
O -0.641486 1.837496 1.660345 -0.1 0.1 0.1
O -0.252956 1.645861 -0.534345 0.0 0.1 -0.1
H 0.188498 2.380516 2.979272 0.2 -0.1 0.0
H 4.508448 3.233292 1.803934 0.0 0.0 0.0
H 4.125347 2.810378 -0.736798 0.0 0.0 0.1
O 4.623059 2.445786 -4.241830 -0.1 0.1 0.0
C 3.471307 2.386455 -3.848887 0.0 -0.1 -0.1
O 3.146747 1.631112 -2.834104 0.0 -0.1 0.1
C 2.403576 3.188003 -4.552941 0.0 0.1 0.1
C 2.684338 3.544150 -5.857371 0.0 0.0 0.0
C 1.803930 4.330630 -6.579676 0.0 0.0 0.0
C 0.644817 4.815948 -6.005217 0.0 0.0 0.0
C 0.385611 4.505785 -4.692912 0.1 0.0 0.0
C 1.218649 3.653638 -3.916961 0.1 -0.1 -0.1
O 0.870347 3.359413 -2.704931 -0.1 0.1 0.0
N -0.829886 5.086014 -4.116092 -0.1 -0.1 0.0
O -0.799619 5.460331 -2.964024 0.0 0.0 0.0
O -1.803130 5.176012 -4.847536 0.0 0.0 0.0
N 2.108275 4.677796 -7.963062 -0.1 -0.1 0.0
O 1.313972 5.382517 -8.561375 0.0 0.0 0.0
O 3.129955 4.232975 -8.451721 0.0 0.0 0.0
H 3.609315 3.205814 -6.300259 0.0 0.0 0.0
H -0.042899 5.428866 -6.567281 0.0 0.0 0.0
F 1.228867 -1.251995 3.880156 0.0 0.0 0.0
C 0.538938 -1.577562 2.767739 0.0 0.0 0.0
C 1.000668 -1.165358 1.554236 0.0 0.0 0.0
C 0.310829 -1.519190 0.393479 0.1 -0.1 0.0
C 0.707226 -0.913348 -0.871989 -0.2 0.1 0.0
O 1.715902 -0.163632 -0.868827 0.2 0.0 -0.1
C -0.132603 -1.155218 -1.992616 0.1 -0.1 0.0
C -1.148862 -2.047489 -1.846303 -0.1 0.0 0.0
N -1.504534 -2.644384 -0.682302 0.1 -0.1 0.0
C -2.619179 -3.560615 -0.658267 0.0 0.0 0.0
C -2.694299 -4.611013 -1.718915 0.0 0.0 0.0
C -2.354611 -4.996882 -0.309092 0.0 0.0 0.0
C -0.826354 -2.327218 0.481743 0.0 0.1 0.0
C -1.305403 -2.705166 1.741954 0.0 0.0 0.0
C -0.648443 -2.308480 2.891955 -0.1 0.0 0.0
N -1.234872 -2.592919 4.153786 0.0 -0.1 0.0
C -0.951682 -1.747042 5.305055 0.0 0.0 0.0
C -2.041475 -2.024493 6.360909 0.0 0.0 0.0
N -3.205398 -2.651622 5.650635 0.1 0.0 -0.1
C -2.858213 -4.043097 5.194222 0.0 0.0 0.0
C -1.460652 -3.970683 4.546822 0.0 0.0 0.0
C 0.002287 -0.519748 -3.381188 -0.1 0.0 0.1
O -0.405303 -1.175233 -4.324963 0.0 0.0 0.0
O 0.451907 0.678045 -3.433774 0.2 0.0 -0.2
H 1.887495 -0.550228 1.483308 0.0 0.0 0.0
H -1.742116 -2.297177 -2.716102 0.0 0.0 0.0
H -3.550190 -3.117584 -0.323044 0.0 0.0 0.0
H -1.896793 -4.641609 -2.447888 0.0 0.0 0.0
H -3.672689 -4.854135 -2.105983 0.0 0.0 0.0
H -1.327217 -5.268564 -0.107050 0.0 0.0 0.0
H -3.095741 -5.520908 0.279131 0.0 0.0 0.0
H -2.238273 -3.246738 1.824220 0.0 0.0 0.0
H -0.977575 -0.704436 4.992972 0.0 0.0 0.0
H 0.024288 -1.937554 5.757980 0.0 0.0 0.0
H -2.380031 -1.117898 6.855820 0.0 0.0 0.0
H -1.719203 -2.739166 7.115632 0.0 0.0 0.0
H -3.363866 -2.099496 4.802201 0.0 0.0 0.0
H -4.051789 -2.643517 6.216354 0.0 0.0 0.0
H -3.630184 -4.345895 4.489222 0.0 0.0 0.0
H -2.888230 -4.695054 6.064804 0.0 0.0 0.0
H -1.420005 -4.624409 3.680105 0.0 0.0 0.0
H -0.695397 -4.312409 5.254852 0.0 0.0 0.0

(2)
63
Properties=species:S:1:pos:R:3:forces:R:3 method="wB97M-V/def2-TZVPD" spin_multiplicity=2 e_homo_ev="-13.21 / -13.21" s2=0.762 total_energy_ev=-90392.8777 total_charge=+2 homo_lumo_gap_ev="5.4 / 5.8" fmax_ev_per_a=5.18
V -0.778452 -1.299760 -0.479197 4.8 1.9 -0.1
N 7.203248 -1.982860 1.156703 0.4 -0.1 0.1
C 5.950848 -1.799460 0.720403 -0.5 0.1 0.0
C 5.375948 -2.709760 -0.195397 -0.3 0.2 0.0
C 4.082448 -2.541160 -0.630697 0.2 -0.1 -0.1
C 3.340748 -1.459760 -0.164097 -1.4 0.3 -0.1
C 3.875348 -0.559360 0.749003 0.1 0.2 0.1
C 5.170448 -0.716860 1.184203 -0.1 -0.1 -0.2
S 1.638548 -1.273260 -0.629997 4.5 -0.4 0.7
O 1.414448 -1.107960 -2.033397 -0.5 -0.4 -0.3
O 0.987348 -0.205660 0.168403 -0.4 0.2 0.0
N 0.770948 -2.558660 -0.176797 0.2 -0.1 -2.2
C 0.364248 -2.615760 1.097803 -0.2 -0.6 3.0
N -0.842352 -2.011160 1.259003 0.5 -0.9 0.8
C -1.484552 -2.141160 2.412603 -0.5 -0.2 1.2
C -0.878952 -2.801160 3.465703 -0.2 0.2 -0.4
C 0.411448 -3.287760 3.249303 -0.2 0.1 0.2
N 1.023848 -3.186860 2.085303 0.4 -0.2 -0.9
H 7.739748 -2.770560 0.831803 0.0 0.1 0.1
H 7.629648 -1.357260 1.821803 0.0 -0.1 -0.1
H 5.958448 -3.548060 -0.544497 0.0 -0.1 -0.1
H 3.638048 -3.233660 -1.325897 0.0 -0.2 -0.1
H 3.256848 0.253540 1.099003 0.1 0.1 0.2
H 5.596148 -0.020460 1.889403 0.0 0.1 0.1
H -2.491752 -1.741760 2.486503 0.1 0.0 0.0
H -1.381452 -2.931560 4.409403 -0.1 0.0 0.0
H 0.972248 -3.796760 4.021403 -0.1 0.0 0.2
O -4.172252 -2.374360 -0.235897 0.8 0.4 -0.5
C -3.545752 -1.453060 -0.673397 -3.8 0.2 0.8
O -2.247252 -1.586560 -0.957797 -3.6 -2.2 -2.2
C -4.070152 -0.074060 -0.858597 0.1 0.1 0.0
C -5.446252 0.086840 -1.039897 0.2 -0.1 0.0
C -5.983852 1.360540 -1.120497 0.1 -0.1 0.0
C -5.165652 2.471240 -0.977597 0.1 0.0 0.0
C -3.798552 2.322740 -0.794897 0.1 -0.2 0.0
C -3.236452 1.049940 -0.754997 0.1 -0.1 0.1
P -1.419652 0.914840 -0.596297 -0.7 1.6 -0.1
C -0.935952 1.860640 0.863003 0.0 -0.1 0.0
C -1.545752 1.400040 2.039103 0.0 0.1 -0.3
C -1.155452 1.904140 3.265703 0.0 0.0 0.0
C -0.163252 2.874540 3.331503 0.0 0.0 -0.2
C 0.419448 3.352040 2.167903 0.0 0.0 0.0
C 0.054948 2.836240 0.932003 -0.1 -0.1 -0.1
C -0.772352 1.311840 -2.238897 0.0 -0.1 0.2
C -0.872952 0.258940 -3.160997 -0.1 0.1 0.2
C -0.381052 0.415840 -4.442597 0.0 0.0 0.0
C 0.228148 1.608640 -4.807697 -0.1 -0.1 0.1
C 0.322748 2.652540 -3.901197 0.0 0.0 0.0
C -0.188652 2.518140 -2.619297 0.0 -0.1 0.1
H -6.073152 -0.790960 -1.114997 0.0 0.0 0.0
H -7.041752 1.493840 -1.282497 -0.1 0.0 0.0
H -5.595652 3.460140 -0.998497 0.0 0.1 0.0
H -3.168552 3.194940 -0.675297 0.0 0.1 0.0
H -2.333152 0.651340 1.968503 0.0 0.1 0.1
H -1.622152 1.556140 4.175603 -0.1 -0.1 0.0
H 0.154048 3.256340 4.289803 0.0 0.1 0.1
H 1.174448 4.121740 2.224903 0.1 0.0 0.0
H 0.544448 3.193140 0.038503 0.1 0.0 0.0
H -1.342952 -0.690460 -2.886997 0.1 0.3 -0.3
H -0.459752 -0.392060 -5.154297 0.0 -0.1 0.0
H 0.627248 1.719040 -5.804597 0.0 0.0 -0.1
H 0.807448 3.571340 -4.195797 0.0 0.1 0.0
H -0.138052 3.348740 -1.930797 0.0 0.0 0.0

(3)
61
Properties=species:S:1:pos:R:3:forces:R:3 method="wB97M-V/def2-TZVPD" e_homo_ev="-4.50 / -4.50" total_energy_ev=-65780.8278 total_charge=-1 homo_lumo_gap_ev="7.0 / 7.0" fmax_ev_per_a=1.20
Pd -0.268214 -0.124435 0.068498 1.0 0.6 -0.2
C 6.547719 -0.979806 1.055065 0.0 0.0 0.0
C 6.171766 -1.410243 -0.208425 -0.1 0.0 0.0
C 4.882159 -1.182332 -0.682079 0.0 0.1 0.1
C 3.947082 -0.510533 0.103909 -0.2 0.1 0.4
C 4.341867 -0.085516 1.375447 0.0 0.0 0.0
C 5.626338 -0.310216 1.848437 -0.1 0.0 0.0
P 2.195679 -0.104525 -0.379964 -0.1 -0.2 -0.7
C 2.139920 -0.958100 -2.002232 0.0 0.0 0.0
C 2.047149 -0.270979 -3.206614 0.0 0.0 0.0
C 1.990444 -0.968184 -4.407484 0.0 0.1 0.0
C 2.026208 -2.353052 -4.411872 -0.1 -0.1 0.0
C 2.105948 -3.045552 -3.210438 -0.1 0.0 0.0
C 2.152542 -2.352234 -2.011973 0.0 0.0 0.0
C 2.358806 1.645439 -0.862172 0.1 0.0 0.1
C 3.526622 2.222434 -1.287683 0.0 0.1 0.0
C 3.561774 3.588297 -1.643817 0.1 -0.1 0.0
C 2.429833 4.347504 -1.556752 0.0 0.0 0.0
C 1.205300 3.784240 -1.123473 -0.1 0.0 -0.1
C 0.022369 4.557347 -1.031212 0.0 0.0 0.0
C -1.143593 3.973268 -0.629465 0.1 0.0 0.0
C -1.189378 2.601706 -0.287568 -0.2 0.2 0.0
C -0.068155 1.823904 -0.343673 -0.1 -0.9 0.3
C 1.161537 2.404696 -0.778943 0.0 0.1 0.1
H 7.551108 -1.164381 1.419038 0.0 0.0 0.0
H 6.887242 -1.923463 -0.839842 0.0 0.0 0.0
H 4.617080 -1.514568 -1.673600 -0.1 -0.1 -0.1
H 3.625449 0.445236 1.996527 0.1 0.0 0.0
H 5.908432 0.032595 2.836788 0.0 0.0 0.0
H 2.009755 0.811219 -3.205535 0.0 0.0 -0.1
H 1.906412 -0.423352 -5.341430 0.0 0.0 0.0
H 1.947722 -2.897093 -5.345844 0.1 0.0 0.0
H 2.090837 -4.128277 -3.205482 0.0 0.0 0.0
H 2.177287 -2.895085 -1.072622 0.0 0.0 0.0
H 4.433132 1.631769 -1.359402 0.0 0.0 0.0
H 4.492114 4.028744 -1.984281 0.0 0.0 0.0
H 2.453849 5.400364 -1.816989 0.0 0.0 0.0
H 0.063138 5.613637 -1.273620 0.0 0.0 0.0
H -2.050743 4.563768 -0.565978 0.0 0.0 0.0
H -2.127091 2.158290 0.021229 0.0 0.0 0.0
O -3.804181 -0.047448 2.632463 0.2 0.1 -0.2
C -2.711769 0.057468 2.059531 -0.2 0.0 -0.1
O -2.483640 0.207544 0.822607 -0.1 -0.1 0.4
C -1.482289 0.030476 2.980245 0.0 0.0 0.0
C -1.641675 0.264684 4.342936 -0.1 0.0 0.1
C -0.525676 0.280888 5.159244 -0.1 0.0 0.0
C 0.719977 0.055142 4.590076 0.1 0.0 0.1
C 0.782763 -0.179683 3.229363 0.1 -0.1 0.0
N -0.288252 -0.196816 2.444109 0.0 0.3 0.4
H -2.644567 0.426763 4.714596 0.0 0.0 0.0
H -0.621430 0.459959 6.224915 0.0 0.0 -0.1
H 1.624668 0.057241 5.186882 0.0 0.0 0.0
H 1.730214 -0.377609 2.735151 0.0 0.0 0.0
C -3.084533 -2.387996 -0.741329 0.0 0.0 0.0
S -1.370300 -2.368314 -1.187818 -0.2 -0.3 -0.6
O -1.181412 -3.546307 -2.006069 0.2 -0.1 0.2
O -1.120331 -1.098639 -1.899067 -0.2 -0.2 0.0
O -0.590866 -2.374481 0.085702 -0.1 0.5 -0.1
H -3.629867 -2.646795 -1.649324 0.0 0.0 0.1
H -3.367655 -1.409253 -0.357791 0.0 -0.1 0.0
H -3.212722 -3.156452 0.021904 0.0 0.0 -0.1